(1)
A gas-phase ion, CH7N2O (charge +1), computed with ωB97M-V/def2-TZVPD.

Geometry as XYZ:
```
11
Properties=species:S:1:pos:R:3:nbo_charge:R:1
N 0.550 -0.982 -1.111 -0.551
O -0.376 0.039 -1.269 -0.360
C -1.034 0.269 0.016 0.064
N 0.058 0.199 1.055 -0.742
H -0.076 -1.814 -0.893 0.366
H 1.118 -1.140 -2.031 0.440
H -1.770 -0.688 0.199 0.189
H -1.636 1.125 -0.054 0.243
H -0.297 -0.124 1.915 0.443
H 0.748 -0.495 0.431 0.467
H 0.429 1.130 1.042 0.440
```

As for the net charge: +1. The calculation puts the HOMO-LUMO gap at 11.5 eV. Its SMILES is NOC[NH3+].

(2)
2 unconnected molecules or ions with the total composition CH7N2O, computed with ωB97M-V/def2-TZVPD.

Geometry as XYZ:
```
11
Properties=species:S:1:pos:R:3:nbo_charge:R:1
N 0.422 0.161 -1.926 -0.892
H 0.273 -0.386 -2.774 0.448
H 0.071 -0.373 -1.062 0.473
H 1.427 0.313 -1.818 0.441
H -0.028 1.074 -1.992 0.439
C -0.119 -0.689 1.384 0.559
N -0.510 0.522 1.781 -0.776
O -0.292 -1.145 0.256 -0.677
H 0.397 -1.260 2.166 0.157
H -0.467 0.747 2.763 0.422
H -1.173 1.036 1.223 0.406
```

As for the net charge: +1. The calculation puts the HOMO-LUMO gap at 11.4 eV.

(3)
2 unconnected molecules or ions with the total composition CH7N2O, computed with ωB97M-V/def2-TZVPD.

Geometry as XYZ:
```
11
Properties=species:S:1:pos:R:3:nbo_charge:R:1
N -1.822 -0.072 1.290 -0.908
H -0.753 -0.223 0.936 0.479
H -1.850 0.906 1.522 0.436
H -2.415 -0.271 0.485 0.440
H -2.077 -0.613 2.111 0.434
C 1.251 -0.154 -0.483 0.559
N 1.793 0.266 -1.619 -0.761
O 0.176 0.315 -0.076 -0.688
H 1.724 -0.942 0.109 0.165
H 2.735 0.117 -1.938 0.425
H 1.237 0.672 -2.339 0.419
```

As for the net charge: +1. The calculation puts the HOMO-LUMO gap at 11.8 eV.

Energies relative to the most stable structure are (1) 0.1367; (2) 0.0000; (3) 0.0057, reported in hartree.

(1)
A single C4H4N2OS molecule, computed with ωB97M-V/def2-TZVPD.

Geometry as XYZ:
```
12
Properties=species:S:1:pos:R:3:nbo_charge:R:1
H 2.651 0.176 -0.022 0.366
N 2.328 1.144 -0.018 -0.597
C 1.060 1.204 0.037 0.271
N 0.102 0.156 0.028 -0.437
C -1.269 0.474 -0.011 -0.098
C -1.887 -0.720 0.008 0.073
O -0.912 -1.683 -0.012 -0.429
C 0.334 -1.206 -0.008 0.343
S 1.691 -2.097 0.009 -0.133
H 0.542 2.148 -0.051 0.164
H -1.731 1.453 0.012 0.246
H -2.910 -1.048 0.028 0.230
```

The calculation puts the HOMO-LUMO gap at 9.3 eV. Its SMILES is [H]/N=C\n1ccoc1=S.

(2)
A single C4H4N2OS molecule, computed with ωB97M-V/def2-TZVPD.

Geometry as XYZ:
```
12
Properties=species:S:1:pos:R:3:nbo_charge:R:1
C -0.993 -2.119 -1.811 -0.153
C -1.032 -1.307 -0.903 -0.055
C -0.625 -0.390 0.155 0.083
N -1.335 -0.268 1.198 -0.223
N -1.116 0.783 2.167 -0.677
C 0.666 0.448 0.023 0.057
O 1.431 0.408 1.135 -0.664
S 1.339 0.838 -1.307 0.106
H -1.325 -2.904 -2.557 0.260
H -2.041 0.782 2.658 0.399
H -1.107 1.570 1.499 0.366
H 0.664 0.483 1.901 0.501
```

The calculation puts the HOMO-LUMO gap at 8.4 eV. Its SMILES is C#C/C(=N/N)C(O)=S.

(3)
A single C4H4N2OS molecule, computed with ωB97M-V/def2-TZVPD.

Geometry as XYZ:
```
12
Properties=species:S:1:pos:R:3:nbo_charge:R:1
C 1.762 2.313 0.085 -0.093
C 1.513 1.146 -0.012 -0.090
C 1.380 -0.276 -0.104 0.053
S 2.726 -1.250 -0.126 -0.061
N 0.142 -0.827 -0.058 -0.617
C -1.087 -0.154 -0.130 0.784
N -2.136 -1.026 0.031 -0.838
O -1.216 1.019 -0.343 -0.581
H 1.954 3.325 0.099 0.228
H 0.052 -1.846 -0.064 0.418
H -3.022 -0.559 0.068 0.407
H -2.068 -1.864 0.554 0.390
```

The calculation puts the HOMO-LUMO gap at 8.3 eV. Its SMILES is C#CC(=S)NC(N)=O.

Energies relative to the most stable structure are (1) 0.0000; (2) 0.1322; (3) 0.0126, reported in hartree.

(1)
2 unconnected molecules or ions with the total composition CHNOS, computed with ωB97M-V/def2-TZVPD.

Geometry as XYZ:
```
5
Properties=species:S:1:pos:R:3:nbo_charge:R:1
C 1.198 -0.572 -0.186 0.082
N 1.749 0.403 -0.053 -0.308
H 0.708 -1.428 -0.514 0.225
O -1.689 0.401 -0.227 -0.696
S -1.966 1.196 0.980 0.698
```

The calculation puts the HOMO-LUMO gap (spin up / spin down) at 7.8 / 7.8 eV. Its SMILES is C#N.O=S.

(2)
A single CHNOS molecule, computed with ωB97M-V/def2-TZVPD.

Geometry as XYZ:
```
5
Properties=species:S:1:pos:R:3:nbo_charge:R:1
O 1.672 -0.801 0.403 -0.238
N 0.614 -1.018 -0.185 0.157
C -0.405 0.313 -0.149 -0.294
S -1.943 0.108 0.218 0.162
H 0.063 1.398 -0.287 0.214
```

The calculation puts the HOMO-LUMO gap (spin up / spin down) at 7.6 / 7.6 eV. Its SMILES is O=NC=S.

Energies relative to the most stable structure are (1) 0.0000; (2) 0.0475, reported in hartree.

(1)
A molecular structure, C3H7PS3, computed with ωB97M-V/def2-TZVPD.

Geometry as XYZ:
```
14
Properties=species:S:1:pos:R:3:nbo_charge:R:1
C -0.232 -0.265 -0.658 -0.489
C -1.209 0.879 1.038 -0.514
C 0.172 0.609 0.584 -0.399
P 3.056 -0.860 -0.295 0.363
S -1.927 0.617 -0.623 0.152
S 1.240 -0.388 1.590 0.135
S 4.098 0.783 -0.452 -0.518
H 0.015 -0.043 -1.698 0.248
H -0.278 -1.389 -0.516 0.226
H -1.546 -0.098 1.561 0.213
H -1.492 1.751 1.667 0.239
H 0.711 1.506 0.296 0.253
H 3.959 -1.406 0.757 -0.049
H 1.782 0.623 2.216 0.141
```

The calculation puts the HOMO-LUMO gap at 7.6 eV.

(2)
A single C3H7PS3 molecule, computed with ωB97M-V/def2-TZVPD.

Geometry as XYZ:
```
14
Properties=species:S:1:pos:R:3:nbo_charge:R:1
C 1.093 1.057 -1.396 -1.010
P 0.086 -0.403 -1.637 0.927
S -0.432 -0.756 -3.448 -0.533
S -1.520 -0.257 -0.291 -0.005
C -0.731 -0.836 1.203 -0.645
C -0.945 0.162 2.296 -0.263
S -0.588 -0.173 3.870 0.059
H 0.461 1.848 -1.098 0.255
H 1.981 0.845 -0.688 0.252
H 1.379 1.441 -2.344 0.270
H 0.966 -1.442 -1.155 -0.043
H 0.451 -0.933 0.999 0.258
H -0.998 -1.787 1.607 0.260
H -1.204 1.234 2.081 0.218
```

The calculation puts the HOMO-LUMO gap at 8.0 eV. Its SMILES is C[P@H](=S)SCC=S.

Energies relative to the most stable structure are (1) 0.0490; (2) 0.0000, reported in hartree.

(1)
10 unconnected molecules or ions with the total composition C30H70N10O10, computed with ωB97M-V/def2-TZVPD.

Geometry as XYZ:
```
120
Properties=species:S:1:pos:R:3:lowdin_charge:R:1
C -8.128 4.331 19.584 -0.044
N -7.489 5.662 19.588 0.005
C -6.697 6.137 20.563 -0.524
C -5.981 7.437 20.240 0.016
O -6.497 5.488 21.609 -0.027
H -9.037 4.366 18.999 0.085
H -8.373 4.174 20.608 0.071
H -7.337 3.655 19.221 0.083
H -7.718 6.389 18.890 0.145
H -4.920 7.235 20.440 0.067
H -6.259 8.196 20.977 0.090
H -6.142 7.823 19.237 0.078
C 0.322 3.386 22.434 -0.058
N 1.626 3.700 23.068 0.033
C 2.736 3.971 22.341 -0.563
C 3.978 4.112 23.153 -0.010
O 2.729 4.138 21.132 0.040
H -0.420 3.057 23.151 0.073
H 0.425 2.555 21.675 0.088
H -0.155 4.250 22.040 0.041
H 1.700 3.325 23.996 0.122
H 4.282 5.181 23.259 0.097
H 4.862 3.737 22.623 0.091
H 3.898 3.770 24.189 0.076
C -4.617 2.001 29.140 -0.068
N -4.506 2.013 27.692 0.018
C -3.574 1.342 26.996 -0.534
C -3.427 1.650 25.510 0.010
O -2.806 0.523 27.570 -0.025
H -3.719 2.443 29.583 0.087
H -4.770 0.980 29.524 0.088
H -5.454 2.563 29.537 0.078
H -5.084 2.688 27.191 0.084
H -2.392 2.015 25.374 0.091
H -4.115 2.397 25.132 0.051
H -3.545 0.755 24.878 0.064
C 0.103 7.302 21.671 -0.076
N -1.031 7.150 22.541 0.007
C -2.290 6.876 22.060 -0.514
C -3.382 6.618 23.076 -0.004
O -2.455 6.783 20.835 0.014
H 0.987 7.057 22.207 0.069
H 0.243 8.307 21.274 0.088
H 0.054 6.623 20.828 0.074
H -0.913 7.188 23.536 0.128
H -4.288 6.347 22.533 0.049
H -3.667 7.492 23.626 0.075
H -3.100 5.734 23.661 0.093
C -9.077 0.800 19.519 -0.053
N -7.972 0.182 18.793 0.016
C -6.706 0.601 19.024 -0.497
C -5.566 0.066 18.149 0.031
O -6.514 1.521 19.813 -0.006
H -10.030 0.434 19.145 0.089
H -9.003 1.862 19.488 0.044
H -8.987 0.507 20.574 0.093
H -8.124 -0.758 18.400 0.153
H -5.815 -0.852 17.617 0.080
H -4.694 -0.125 18.771 0.062
H -5.253 0.798 17.422 0.088
C -7.088 2.371 24.193 -0.063
N -7.078 3.833 24.181 0.004
C -6.682 4.576 25.264 -0.465
C -6.854 6.120 25.085 0.007
O -6.189 4.061 26.293 -0.018
H -6.059 1.954 23.960 0.081
H -7.776 1.939 23.443 0.081
H -7.441 2.205 25.222 0.089
H -7.134 4.302 23.277 0.093
H -6.996 6.557 26.085 0.082
H -7.626 6.415 24.391 0.064
H -5.982 6.666 24.687 0.064
C -0.489 -0.844 19.451 -0.038
N 0.123 -0.291 20.693 0.047
C 1.432 -0.467 20.912 -0.593
C 1.935 -0.085 22.237 -0.009
O 2.238 -0.973 20.121 0.002
H -0.777 0.051 18.850 0.071
H -1.334 -1.516 19.606 0.072
H 0.312 -1.315 18.888 0.075
H -0.486 0.293 21.245 0.079
H 2.932 0.278 22.096 0.078
H 2.147 -1.086 22.645 0.100
H 1.328 0.464 22.935 0.067
C -0.479 3.754 19.103 -0.076
N 0.806 3.139 19.004 0.029
C 0.966 2.140 18.135 -0.543
C 2.334 1.514 17.997 0.003
O 0.019 1.760 17.420 -0.016
H -1.250 2.960 19.096 0.082
H -0.614 4.491 18.316 0.093
H -0.512 4.294 20.058 0.054
H 1.501 3.448 19.625 0.068
H 2.840 1.798 17.055 0.090
H 2.215 0.405 17.926 0.085
H 2.979 1.692 18.830 0.060
C -5.038 -1.470 25.606 -0.055
N -3.605 -1.841 25.448 0.012
C -3.168 -2.644 24.419 -0.587
C -1.719 -2.993 24.484 -0.002
O -3.947 -3.101 23.618 0.040
H -5.586 -2.407 25.766 0.087
H -5.438 -0.938 24.727 0.073
H -5.066 -0.771 26.447 0.069
H -2.978 -1.539 26.168 0.100
H -1.614 -3.947 25.007 0.090
H -1.105 -2.255 24.978 0.075
H -1.340 -3.226 23.494 0.083
C -3.763 3.622 20.817 -0.037
N -4.191 2.258 21.142 0.028
C -3.336 1.256 21.466 -0.511
C -3.965 -0.152 21.678 0.031
O -2.135 1.439 21.638 0.000
H -3.279 3.636 19.803 0.096
H -3.061 4.044 21.520 0.063
H -4.659 4.240 20.872 0.060
H -5.054 1.945 20.706 0.062
H -3.433 -0.749 22.439 0.076
H -3.907 -0.585 20.694 0.054
H -5.018 0.074 21.886 0.073
```

The calculation puts the HOMO-LUMO gap at 8.8 eV. Its SMILES is CNC(C)=O.CNC(C)=O.CNC(C)=O.CNC(C)=O.CNC(C)=O.CNC(C)=O.CNC(C)=O.CNC(C)=O.CNC(C)=O.CNC(C)=O.

(2)
10 unconnected molecules or ions with the total composition C30H70N10O10, computed with ωB97M-V/def2-TZVPD.

Geometry as XYZ:
```
120
Properties=species:S:1:pos:R:3:lowdin_charge:R:1
C 2.444 0.325 -1.053 -0.056
N 1.129 0.835 -0.479 0.031
C -0.054 0.618 -1.058 -0.574
C -0.166 -0.283 -2.302 -0.006
O -1.081 1.081 -0.581 0.016
H 2.641 0.770 -2.028 0.072
H 2.522 -0.739 -1.274 0.073
H 3.246 0.568 -0.356 0.078
H 1.121 1.379 0.372 0.139
H 0.521 0.015 -3.094 0.071
H -1.213 -0.330 -2.604 0.080
H 0.108 -1.296 -2.010 0.077
C -0.747 -11.645 -1.706 -0.066
N -0.160 -10.402 -1.188 0.008
C -0.490 -9.903 0.021 -0.567
C 0.161 -8.602 0.444 -0.007
O -1.165 -10.534 0.828 0.023
H -0.963 -11.658 -2.774 0.076
H -1.622 -12.022 -1.177 0.083
H 0.017 -12.409 -1.566 0.077
H 0.475 -9.844 -1.741 0.133
H 0.282 -8.576 1.527 0.081
H -0.603 -7.850 0.247 0.084
H 1.133 -8.395 -0.002 0.075
C -1.985 7.879 3.590 -0.077
N -2.976 8.735 4.189 -0.013
C -2.903 10.101 4.227 -0.567
C -4.081 10.773 4.813 -0.015
O -1.938 10.776 3.882 0.038
H -1.549 8.409 2.744 0.085
H -2.342 6.893 3.292 0.086
H -1.170 7.830 4.313 0.086
H -3.792 8.266 4.555 0.125
H -4.439 11.532 4.117 0.092
H -3.755 11.285 5.718 0.089
H -4.829 10.044 5.125 0.072
C 4.863 -10.688 -5.427 -0.093
N 5.794 -9.819 -4.766 0.000
C 5.415 -8.721 -4.117 -0.570
C 6.552 -7.996 -3.364 -0.005
O 4.265 -8.337 -4.069 0.048
H 4.229 -11.310 -4.794 0.083
H 5.433 -11.529 -5.822 0.079
H 4.250 -10.299 -6.241 0.089
H 6.751 -10.139 -4.815 0.140
H 6.189 -7.166 -2.758 0.076
H 7.269 -7.659 -4.113 0.077
H 6.967 -8.620 -2.573 0.075
C 13.409 -1.338 -2.379 -0.056
N 12.318 -0.826 -3.197 -0.014
C 11.012 -0.866 -2.789 -0.558
C 9.921 -0.625 -3.731 -0.026
O 10.688 -1.045 -1.604 0.012
H 13.052 -1.814 -1.466 0.088
H 14.027 -0.467 -2.161 0.083
H 13.874 -2.046 -3.064 0.081
H 12.379 -0.320 -4.069 0.133
H 9.114 -1.348 -3.616 0.090
H 10.175 -0.773 -4.781 0.076
H 9.470 0.352 -3.564 0.093
C 6.786 9.999 4.580 -0.053
N 6.909 8.555 4.321 0.008
C 6.171 7.930 3.417 -0.580
C 6.350 6.531 3.188 -0.017
O 5.345 8.587 2.702 -0.017
H 6.385 10.554 3.731 0.084
H 7.764 10.406 4.838 0.077
H 6.126 10.127 5.437 0.083
H 7.441 8.040 5.007 0.136
H 5.484 5.996 3.577 0.100
H 7.243 6.197 3.718 0.080
H 6.474 6.327 2.125 0.099
C 0.848 -1.221 5.138 -0.067
N -0.368 -0.561 5.555 -0.004
C -0.442 0.742 5.742 -0.563
C -1.770 1.246 6.252 -0.012
O 0.488 1.550 5.522 0.007
H 0.949 -1.194 4.053 0.086
H 0.659 -2.260 5.407 0.081
H 1.730 -0.930 5.708 0.091
H -1.187 -1.140 5.667 0.143
H -1.478 2.146 6.793 0.081
H -2.158 0.568 7.012 0.074
H -2.576 1.463 5.551 0.083
C -8.325 5.163 0.347 -0.076
N -9.422 5.691 -0.481 0.009
C -10.696 5.269 -0.278 -0.566
C -11.836 6.017 -0.858 -0.020
O -11.005 4.327 0.454 0.030
H -8.476 5.403 1.399 0.078
H -7.358 5.642 0.197 0.079
H -8.291 4.075 0.285 0.085
H -9.216 6.592 -0.887 0.132
H -11.701 6.158 -1.931 0.080
H -12.053 6.944 -0.327 0.086
H -12.740 5.417 -0.754 0.084
C -3.468 0.539 -8.568 -0.069
N -4.059 1.588 -7.740 0.013
C -5.312 1.568 -7.377 -0.619
C -5.716 2.705 -6.509 -0.005
O -6.092 0.708 -7.745 0.049
H -2.378 0.532 -8.544 0.079
H -3.825 0.568 -9.597 0.084
H -3.682 -0.491 -8.281 0.082
H -3.395 2.275 -7.411 0.137
H -4.932 3.460 -6.450 0.068
H -5.790 2.309 -5.496 0.092
H -6.560 3.297 -6.864 0.089
C -6.419 -2.830 2.922 -0.060
N -6.585 -4.258 3.069 -0.007
C -5.915 -5.043 3.865 -0.597
C -6.343 -6.464 3.778 -0.011
O -5.070 -4.670 4.699 0.015
H -7.073 -2.366 3.660 0.089
H -6.588 -2.535 1.886 0.084
H -5.406 -2.467 3.094 0.085
H -7.342 -4.647 2.526 0.142
H -6.149 -6.714 2.735 0.085
H -7.411 -6.574 3.968 0.086
H -5.734 -7.071 4.448 0.089
```

The calculation puts the HOMO-LUMO gap at 9.6 eV. Its SMILES is CNC(C)=O.CNC(C)=O.CNC(C)=O.CNC(C)=O.CNC(C)=O.CNC(C)=O.CNC(C)=O.CNC(C)=O.CNC(C)=O.CNC(C)=O.

Energies relative to the most stable structure are (1) 0.0000; (2) 0.1469, reported in hartree.

(1)
2 unconnected molecules or ions with the total composition C4H12NO2, computed with ωB97M-V/def2-TZVPD.

Geometry as XYZ:
```
19
Properties=species:S:1:pos:R:3:nbo_charge:R:1
C 0.494 -2.509 1.083 -0.847
N 0.719 -1.046 0.797 -0.696
C -1.841 -0.914 0.715 -0.986
C -0.488 -0.267 0.849 -0.142
C -0.353 0.799 -0.270 -0.042
O 0.956 0.830 -0.809 -0.960
H 0.064 -2.724 2.085 0.150
H -0.288 -2.829 0.211 0.135
H 1.545 -2.861 1.082 0.177
H 1.247 -0.849 -0.168 0.408
H -2.148 -1.465 1.749 0.152
H -1.881 -1.779 0.054 0.198
H -2.585 -0.263 0.237 0.201
H -0.290 0.222 1.803 0.149
H -0.682 1.888 -0.051 0.121
H -1.063 0.550 -1.132 0.097
H 0.691 1.879 -1.801 0.502
H 1.074 3.240 -1.236 0.442
O 0.594 2.877 -2.026 -1.060
```

As for the net charge: -2. Its expectation value of S² is 0.750. The calculation puts the HOMO-LUMO gap (spin up / spin down) at 2.4 / 6.7 eV. The spin multiplicity is 2.

(2)
2 unconnected molecules or ions with the total composition C4H12NO2, computed with ωB97M-V/def2-TZVPD.

Geometry as XYZ:
```
19
Properties=species:S:1:pos:R:3:nbo_charge:R:1
C 2.210 -0.829 0.270 -1.104
N 0.995 -1.647 0.160 -0.676
C -0.113 -1.228 1.032 -0.252
C -0.318 0.249 1.255 -0.503
C -1.033 0.949 0.048 -0.036
O -1.356 0.134 -1.010 -0.981
H 2.058 0.189 -0.102 0.147
H 2.958 -1.196 -0.446 0.139
H 2.516 -0.796 1.329 0.139
H 0.637 -1.590 -0.779 0.351
H -0.024 -1.826 1.958 0.144
H -1.044 -1.569 0.583 0.209
H -0.986 0.305 2.137 0.162
H 0.555 0.841 1.568 0.191
H -1.954 1.453 0.453 0.069
H -0.374 1.785 -0.270 0.104
H -1.234 0.957 -2.362 0.516
H -2.165 2.104 -2.780 0.434
O -1.328 1.715 -3.044 -1.053
```

As for the net charge: -2. Its expectation value of S² is 0.751. The calculation puts the HOMO-LUMO gap (spin up / spin down) at 2.3 / 6.9 eV. The spin multiplicity is 2.

Energies relative to the most stable structure are (1) 0.0498; (2) 0.0000, reported in hartree.